# 1
The following is a DFT calculation (the ωB97M-V functional and the def2-TZVPD basis) of C49H53F2N7OSTi as an isolated structure.

ΔE to the lowest compared entry with this formula, charge and spin (kcal/mol): 71.69
E_tot (a.u.): -3805.016149
LUMO energy (spin up / spin down) (eV): 2.5 / 2.0
Maximum force (eV/A): 0.49
HOMO energy (spin up / spin down) (eV): -2.614 / -3.332

```
! RIJCOSX wB97M-V def2-TZVPD def2/J DEFGRID3
* xyz -1 2
Ti 0.393 -0.010 0.376
C -2.333 -4.743 4.189
C -2.771 -3.853 3.022
C -1.667 -3.247 2.203
C -0.783 -3.942 1.331
C -0.800 -5.403 0.991
C -1.634 -5.698 -0.261
C -0.027 -2.983 0.672
N -0.398 -1.721 1.114
C -1.387 -1.902 2.054
C -1.877 -0.698 2.847
C -0.401 1.024 2.386
C -0.021 0.449 3.691
C 1.216 0.810 4.461
C 0.921 1.636 5.715
C -0.908 -0.507 4.000
C -1.626 0.505 1.965
C -2.534 0.961 0.970
C -2.173 1.345 -0.316
N -0.961 0.951 -0.841
C -0.973 1.191 -2.167
C -0.023 0.592 -3.037
C 0.701 -0.499 -2.631
N 0.676 -0.998 -1.346
C 1.157 -2.302 -1.392
C 0.875 -3.216 -0.431
C 1.738 -2.523 -2.716
C 1.454 -1.431 -3.467
C 1.711 -1.225 -4.927
C 0.527 -1.665 -5.793
C 2.458 -3.767 -3.123
C 3.906 -3.776 -2.625
C -2.187 1.862 -2.516
C -2.952 1.926 -1.367
C -4.331 2.481 -1.201
C -4.340 3.863 -0.540
C -2.582 2.255 -3.905
C -3.236 1.104 -4.676
N 0.447 1.679 1.513
C -0.833 -1.451 5.151
C -2.099 -1.471 6.009
H -3.202 -5.170 4.696
H -1.759 -4.183 4.926
H -1.706 -5.567 3.849
H -3.406 -3.052 3.411
H -3.419 -4.445 2.365
H -1.198 -5.983 1.826
H 0.221 -5.765 0.837
H -2.665 -5.368 -0.118
H -1.645 -6.765 -0.497
H -1.236 -5.155 -1.120
H -2.923 -0.822 3.140
H 1.908 1.342 3.808
H 1.734 -0.111 4.738
H 0.374 2.544 5.465
H 1.847 1.911 6.226
H 0.307 1.064 6.416
H -3.592 0.879 1.202
H -0.010 0.876 -4.082
H 1.223 -4.232 -0.571
H 2.605 -1.779 -5.224
H 1.928 -0.169 -5.110
H 0.334 -2.731 -5.661
H 0.717 -1.478 -6.852
H -0.380 -1.130 -5.506
H 2.439 -3.873 -4.211
H 1.932 -4.637 -2.720
H 4.458 -2.933 -3.045
H 4.420 -4.698 -2.907
H 3.935 -3.685 -1.538
H -4.930 1.792 -0.597
H -4.824 2.539 -2.176
H -3.834 3.827 0.426
H -5.358 4.225 -0.383
H -3.816 4.588 -1.166
H -1.700 2.604 -4.450
H -3.269 3.106 -3.868
H -2.565 0.245 -4.715
H -3.488 1.395 -5.698
H -4.150 0.780 -4.174
H 0.029 -1.201 5.772
H -0.644 -2.451 4.750
H -2.298 -0.483 6.427
H -2.005 -2.181 6.834
H -2.970 -1.762 5.418
C 4.629 1.078 -1.840
C 3.307 0.764 -1.502
N 2.394 1.653 -1.173
C 2.750 2.956 -1.197
C 4.075 3.367 -1.445
C 5.021 2.386 -1.779
C 4.441 4.750 -1.337
C 3.528 5.686 -1.016
C 2.152 5.326 -0.835
C 1.162 6.280 -0.548
C -0.145 5.884 -0.446
C -0.448 4.531 -0.664
N 0.459 3.619 -0.918
C 1.746 3.985 -0.967
H 5.318 0.286 -2.100
H 2.995 -0.273 -1.485
H 6.044 2.680 -1.984
H 5.477 5.020 -1.506
H 3.810 6.728 -0.912
H 1.447 7.318 -0.414
H -0.934 6.587 -0.214
H -1.475 4.181 -0.625
O -0.444 3.748 3.477
S 0.832 3.878 2.738
N 1.198 2.719 1.757
F 2.206 -1.090 2.405
C 2.414 -0.583 1.120
F 3.367 0.415 1.306
H 2.931 -1.390 0.580
*
```



# 2
The following is a DFT calculation (the ωB97M-V functional and the def2-TZVPD basis) of a single C4H10N2O molecule in a non-equilibrium geometry.

ΔE to the lowest compared entry with this formula, charge and spin (kcal/mol): 25.17
E_tot (a.u.): -343.161351
LUMO energy (eV): 0.8
Maximum force (eV/A): 1.18
HOMO energy (eV): -9.817
Structure (SMILES): C[C@H](N)CNC=O

```
! RIJCOSX wB97M-V def2-TZVPD def2/J DEFGRID3
* xyz 0 1
C -0.779 1.687 0.698
C -0.823 0.424 -0.154
N -2.159 -0.176 -0.033
C 0.233 -0.573 0.298
N 1.519 -0.331 -0.339
C 2.415 -1.355 -0.429
O 2.354 -2.392 0.189
H -1.182 1.468 1.684
H -1.391 2.452 0.232
H 0.246 2.056 0.750
H -0.605 0.745 -1.185
H -2.715 0.117 -0.832
H -2.114 -1.186 -0.176
H -0.076 -1.613 0.193
H 0.342 -0.409 1.383
H 1.476 0.236 -1.174
H 3.257 -1.148 -1.105
*
```



# 3
The following is a DFT calculation (the ωB97M-V functional and the def2-TZVPD basis) of a single C25H33N2O2S2 molecule in a non-equilibrium geometry.

E_tot (a.u.): -2028.720765
LUMO energy (spin up / spin down) (eV): 0.0 / 0.0
Maximum force (eV/A): 1.31
HOMO energy (spin up / spin down) (eV): -8.096 / -8.262

```
! RIJCOSX wB97M-V def2-TZVPD def2/J DEFGRID3
* xyz 0 2
C -0.556 0.929 2.374
C -1.583 1.470 1.370
C -2.965 1.098 1.922
C -1.315 0.815 0.008
C -2.039 1.436 -1.186
O -3.460 1.209 -1.116
C -1.513 0.907 -2.550
C -0.596 -0.307 -2.547
C -1.340 -1.586 -2.187
S -0.281 -3.013 -1.959
C 0.227 -2.631 -0.279
S -0.870 -2.636 0.927
N 1.531 -2.221 -0.172
C 2.528 -2.904 -0.966
C 3.556 -2.157 -1.516
C 4.530 -2.777 -2.285
C 4.473 -4.147 -2.506
C 3.452 -4.895 -1.938
C 2.481 -4.278 -1.164
C 2.020 -1.896 1.151
C 2.339 -2.892 2.065
C 2.791 -2.535 3.324
C 2.926 -1.194 3.672
C 2.630 -0.204 2.745
C 2.178 -0.560 1.478
C -1.820 2.945 -1.149
C -2.115 3.653 0.172
C -1.570 5.083 0.085
C -3.616 3.787 0.461
N -1.385 2.950 1.272
O -0.150 3.289 1.348
H 0.432 0.900 1.922
H -0.502 1.565 3.252
H -0.816 -0.091 2.646
H -3.761 1.195 1.202
H -2.928 0.046 2.200
H -3.180 1.661 2.828
H -0.244 0.906 -0.186
H -1.525 -0.248 0.119
H -3.629 0.307 -1.406
H -0.990 1.722 -3.048
H -2.378 0.674 -3.173
H -0.223 -0.440 -3.564
H 0.291 -0.169 -1.929
H -1.993 -1.464 -1.325
H -1.982 -1.874 -3.021
H 3.587 -1.091 -1.342
H 5.316 -2.178 -2.722
H 5.221 -4.629 -3.119
H 3.402 -5.961 -2.103
H 1.685 -4.872 -0.735
H 2.219 -3.933 1.801
H 3.027 -3.296 4.053
H 3.260 -0.914 4.660
H 2.730 0.842 2.990
H 1.945 0.197 0.742
H -0.760 3.093 -1.367
H -2.385 3.422 -1.950
H -1.452 5.513 1.075
H -0.627 5.127 -0.453
H -2.285 5.692 -0.465
H -4.150 2.852 0.422
H -3.747 4.259 1.433
H -4.044 4.447 -0.290
*
```



# 4
The following is a DFT calculation (the ωB97M-V functional and the def2-TZVPD basis) of C8H10LuO6P as an isolated structure in a non-equilibrium geometry.

E_tot (a.u.): -2338.555233
LUMO energy (eV): -9.3
Maximum force (eV/A): 5.97
HOMO energy (eV): -17.253

```
! RIJCOSX wB97M-V def2-TZVPD def2/J DEFGRID3
* xyz 2 1
O 1.847 1.909 -6.845
C 1.242 1.700 -5.903
Lu 0.369 0.232 -1.767
O -1.512 2.174 -4.177
C -0.979 1.535 -3.388
C -1.973 -0.055 -0.754
O -2.813 -0.174 0.011
C 1.574 -1.637 -1.095
O 2.088 -2.287 -0.306
C -0.680 -1.565 -2.921
O -1.072 -2.448 -3.553
H 1.523 -0.062 -3.124
C 1.030 0.350 3.433
P 0.214 0.152 1.838
C -0.044 -1.668 1.996
C -1.072 1.401 2.105
O 0.834 0.419 0.469
H 2.015 -0.078 3.540
H 0.434 -0.134 4.171
H 1.067 1.374 3.755
H -0.314 -1.947 3.034
H -0.813 -2.033 1.296
H 0.930 -2.164 1.774
H -0.801 2.209 1.412
H -2.049 0.987 1.890
H -1.043 1.811 3.110
*
```



# 5
The following is a DFT calculation (the ωB97M-V functional and the def2-TZVPD basis) of a 2-piece molecular cluster, C2H7N5O overall in a non-equilibrium geometry.

ΔE to the lowest compared entry with this formula, charge and spin (kcal/mol): 183.00
E_tot (a.u.): -429.131852
LUMO energy (eV): -0.3
Maximum force (eV/A): 7.73
HOMO energy (eV): -8.887

```
! RIJCOSX wB97M-V def2-TZVPD def2/J DEFGRID3
* xyz 0 1
C -0.353 0.372 0.080
C -0.788 -1.476 1.717
H 0.428 2.485 -1.060
H 0.052 1.531 -2.558
H -1.942 0.994 -0.633
H 1.508 -0.371 0.891
H 1.612 0.804 -1.775
H -1.478 -1.738 2.507
H 0.618 -3.000 2.013
N -0.333 2.065 -1.690
N -1.005 0.772 -1.157
N 0.984 0.237 0.081
N -1.035 -0.106 1.219
N 0.353 -2.093 1.661
O 1.380 -0.475 -1.297
*
```



# 6
The following is a DFT calculation (the ωB97M-V functional and the def2-TZVPD basis) of a 2-piece molecular cluster, C4H12 overall.

ΔE to the lowest compared entry with this formula, charge and spin (kcal/mol): 9.88
E_tot (a.u.): -159.154094
LUMO energy (spin up / spin down) (eV): -3.5 / -11.3
Maximum force (eV/A): 0.93
HOMO energy (spin up / spin down) (eV): -14.840 / -14.824

```
! RIJCOSX wB97M-V def2-TZVPD def2/J DEFGRID3
* xyz 1 2
C 0.489 1.801 -0.371
C 0.616 2.603 0.919
H -0.518 1.827 -0.801
H 1.101 2.244 -1.162
H 0.825 0.772 -0.215
H 1.572 3.118 0.983
H 0.428 2.010 1.811
H -0.108 3.428 0.955
C -1.202 -2.117 -0.018
C 0.108 -2.253 -0.587
H -1.067 -2.115 1.151
H -1.776 -1.211 -0.187
H -1.790 -3.064 0.021
H 0.696 -1.325 -0.659
H 0.632 -3.126 -0.161
H -0.006 -2.590 -1.681
*
```